Record 1
# C27H76F2N6O13S2

A 10-piece molecular cluster, C27H76F2N6O13S2 overall at a distorted geometry (ωB97M-V/def2-TZVPD, the Open Molecules 2025 dataset).

Results
Gap between HOMO and LUMO (eV): 5.669
Molecular weight (g/mol): 795.06
LUMO energy (eV): 3.89
Total energy (eV): -91889.3073
Total charge: -2
Relative energy (zero: lowest compared OMol25 entry of this formula, charge and spin) (eV): 0.000

The geometry in XYZ format:
```
126
Properties=species:S:1:pos:R:3:forces:R:3
N 8.5476 10.1277 18.1128 -3.86 2.16 0.13
S 9.3048 11.4509 18.4210 6.64 1.04 -1.84
O 9.3603 11.8705 19.7854 -0.41 0.64 0.32
O 9.4387 12.4580 17.3466 -1.22 -1.14 1.96
F 10.7789 10.7641 18.2708 -0.43 0.11 0.11
S 7.0128 10.8901 18.1932 -0.53 -1.71 -1.44
O 6.5858 11.4595 16.9270 0.52 0.16 1.64
O 6.7085 11.4761 19.4720 -0.07 0.36 -1.00
F 6.1831 9.5887 18.2221 -0.68 -1.43 0.13
C 12.0135 8.6099 20.4493 -0.22 -0.95 -1.41
O 11.5685 7.7481 19.4562 0.83 -0.38 0.81
H 12.4508 9.5211 20.0414 0.20 0.66 -0.16
H 11.2513 8.9321 21.1589 -0.58 0.17 0.31
H 12.8012 8.1587 21.0526 0.71 -0.23 0.74
C 12.0369 3.9547 16.5235 -0.73 -1.21 0.08
C 10.7748 3.5660 17.3541 1.19 1.30 1.37
C 11.1301 2.4922 18.3906 0.04 -2.01 -0.84
O 10.0563 2.1613 19.2581 -1.22 -1.36 1.22
C 10.3485 1.0800 20.2154 1.20 1.53 -1.07
N 10.4367 4.7178 18.1453 -0.60 0.84 -0.30
H 12.8456 4.1835 17.2176 -0.07 0.50 -0.12
H 11.8238 4.7521 15.8117 0.02 0.26 0.50
H 12.3827 3.1149 15.9209 0.04 -0.34 -0.09
H 9.8952 3.3908 16.7346 0.16 -0.87 -0.17
H 11.9607 2.6938 19.0671 0.43 0.81 -0.53
H 11.3951 1.6131 17.8032 0.23 -0.79 0.02
H 10.4651 0.0980 19.7569 -0.48 -0.08 -0.38
H 9.6881 1.0419 21.0817 -0.53 0.33 -0.53
H 11.3353 1.2811 20.6323 0.24 0.14 0.16
H 11.2010 4.8513 18.7919 -0.03 0.38 -0.10
H 9.6562 4.4573 18.7309 -0.18 0.34 -0.03
C 8.1047 4.7305 20.8373 -0.24 0.37 -0.23
C 6.9677 5.2679 19.9640 0.33 -0.36 -0.29
C 6.5868 6.7170 20.2319 1.59 -0.10 -0.52
O 7.7524 7.5042 19.9764 -0.63 0.99 1.81
C 7.8594 8.5594 20.9509 0.48 0.17 -0.20
N 7.2963 5.1342 18.5502 -0.80 0.34 -0.16
H 9.0785 5.1390 20.5672 -0.16 0.44 0.02
H 8.2150 3.6551 20.6980 -0.23 -0.15 0.17
H 7.8746 4.9831 21.8724 0.18 -0.20 0.22
H 6.0569 4.7103 20.1822 -0.31 -0.45 0.38
H 6.2119 6.7201 21.2554 0.16 0.54 0.37
H 5.8167 7.1129 19.5699 -0.44 -0.35 -0.12
H 6.9656 9.1640 21.1048 -0.54 -0.25 -0.33
H 8.6141 9.3010 20.6890 0.19 -0.41 -0.60
H 8.1524 8.1898 21.9335 -0.02 -0.47 0.16
H 6.3925 5.3180 18.1386 0.07 0.15 -0.92
H 7.5432 4.2010 18.2533 0.14 -0.30 0.33
C 18.8713 10.1862 20.7459 -0.09 0.95 1.01
C 17.5327 10.6701 20.2172 -0.10 0.03 -0.06
C 16.6960 11.4554 21.2470 -0.16 0.16 0.27
O 16.2632 10.8199 22.4329 0.59 -0.57 -0.04
C 15.2634 9.8250 22.2669 0.00 0.25 0.25
N 17.7966 11.6538 19.1638 0.27 -0.24 0.08
H 18.7512 9.5168 21.5977 0.06 -0.31 -0.17
H 19.3075 11.1033 21.1419 0.41 0.03 0.18
H 19.5876 9.8187 20.0112 -0.39 -0.29 -0.18
H 16.9785 9.8123 19.8362 -0.39 -0.09 -0.01
H 15.8314 11.9205 20.7733 -0.28 -0.29 -0.46
H 17.2708 12.3230 21.5709 0.41 -0.09 0.13
H 15.0474 9.4503 23.2674 -0.13 0.09 0.00
H 15.5566 8.9614 21.6700 0.25 0.07 -0.27
H 14.3648 10.2635 21.8329 -0.18 -0.07 -0.10
H 16.9483 12.1738 18.9904 -0.35 0.09 -0.40
H 18.0060 11.1417 18.3188 0.04 0.13 -0.26
C 13.5047 12.2450 17.0751 -0.08 0.24 -0.14
C 13.7808 13.1325 18.2885 -0.92 -0.80 0.77
C 13.2492 12.5537 19.6015 -0.09 0.18 -0.73
O 13.5509 13.4785 20.6602 -0.93 -0.53 0.91
C 12.7245 13.1978 21.8316 0.82 -0.48 -0.66
N 15.2080 13.3141 18.3668 0.84 -0.16 0.29
H 14.0759 11.3170 17.1005 0.36 0.15 0.23
H 13.8543 12.8577 16.2441 -0.04 -0.30 -0.49
H 12.4892 11.9036 16.8743 -0.22 0.57 0.35
H 13.3397 14.1275 18.2283 -0.65 0.00 -0.46
H 13.6484 11.5530 19.7667 0.49 -0.08 0.33
H 12.1837 12.3694 19.4635 -0.28 0.39 0.28
H 12.8589 12.1600 22.1366 -0.07 -0.32 -0.23
H 11.6652 13.3521 21.6260 0.00 0.18 -0.12
H 13.0535 13.7473 22.7136 0.12 0.58 -0.42
H 15.3801 13.9064 19.1665 0.29 0.30 0.07
H 15.4982 13.7972 17.5286 0.31 0.19 -0.01
C 9.4401 13.2797 26.6774 1.56 1.55 -0.19
C 10.4837 12.1627 26.7398 -2.23 -1.13 -0.44
C 10.9296 11.6191 25.3714 0.03 -0.43 -0.39
O 9.9105 10.9371 24.5785 1.13 0.45 -0.13
C 10.3823 10.6361 23.2048 -0.11 0.52 0.76
N 11.6251 12.5035 27.6086 -0.51 0.17 -0.52
H 9.9370 14.0888 26.1421 -0.18 0.23 -0.61
H 9.3473 13.7807 27.6409 -0.46 -0.47 0.45
H 8.4643 13.1150 26.2204 0.31 -0.53 0.09
H 9.9243 11.3496 27.2024 0.03 -0.59 0.04
H 11.7198 10.9175 25.6389 0.25 -0.40 -0.31
H 11.4124 12.4014 24.7857 -0.10 0.28 -0.16
H 10.4630 11.5365 22.5957 -0.17 0.24 0.18
H 9.6888 9.9778 22.6816 -0.23 0.05 0.52
H 11.3625 10.1606 23.1710 0.09 -0.16 0.46
H 12.0585 11.6284 27.8663 0.37 -0.18 -0.12
H 11.1768 12.7948 28.4655 0.16 0.36 0.32
C 15.4093 7.0145 18.9888 0.95 -0.43 0.98
C 14.7501 7.8432 17.9047 0.16 -0.54 1.13
O 13.5978 7.1937 17.5130 0.34 -0.59 -1.84
H 14.6998 6.8027 19.7887 -0.22 -0.05 -0.18
H 16.2633 7.4478 19.5094 0.16 0.80 -0.07
H 15.8559 6.0756 18.6614 -0.51 -0.30 -0.46
H 15.4290 7.9325 17.0566 -0.09 0.36 -0.16
H 14.4987 8.7966 18.3694 0.19 0.55 -0.32
H 12.9192 7.3029 18.1832 -1.40 0.46 1.10
C 10.4054 6.4845 23.1960 -1.66 1.20 -0.54
C 9.2279 6.8113 24.1763 1.47 -0.95 -1.37
O 9.2920 5.7594 25.0987 -0.41 -0.37 2.38
H 10.1479 5.6162 22.5895 -0.02 0.11 -0.19
H 11.3581 6.2561 23.6738 -0.25 0.34 0.47
H 10.4877 7.3690 22.5643 0.51 -0.28 -0.54
H 8.2082 6.8082 23.7914 0.16 0.12 -0.92
H 9.3537 7.8197 24.5704 0.25 -0.31 0.86
H 8.9696 4.9595 24.6771 0.03 0.14 -0.16
C 12.8893 3.6531 21.9088 0.28 -1.26 0.74
C 13.1847 4.9212 21.2072 -0.15 0.86 -1.04
O 12.2051 5.1027 20.2132 0.28 -1.24 0.68
H 11.8776 3.6574 22.3142 0.03 0.10 0.15
H 13.6177 3.4234 22.6865 -0.03 0.32 0.43
H 12.9694 2.7623 21.2857 -0.14 0.18 -0.56
H 14.1493 4.9390 20.6999 0.45 -0.34 0.26
H 13.1723 5.7870 21.8693 0.01 -0.02 0.38
H 12.0364 6.0401 20.0934 -0.63 2.02 -0.72
```
Positions in Å, forces in eV/Å.

=====

Record 2
# C27H77F3N6O14S

A 10-piece molecular cluster, C27H77F3N6O14S overall at a distorted geometry (ωB97M-V/def2-TZVPD, the Open Molecules 2025 dataset).

Results
Gap between HOMO and LUMO (eV): 8.255
Molecular weight (g/mol): 799.00
LUMO energy (eV): -0.01
Total energy (eV): -85833.8581
Relative energy (zero: lowest compared OMol25 entry of this formula, charge and spin) (eV): 3.941

The geometry in XYZ format:
```
128
Properties=species:S:1:pos:R:3:forces:R:3
N -17.7477 2.9436 24.4508 2.56 0.98 -0.51
H -18.7492 2.8349 24.3780 -1.35 -0.09 1.29
H -17.4015 3.6265 25.1095 -0.83 0.46 0.43
H -17.4710 3.3054 23.5493 0.51 -0.35 -0.75
H -17.2631 2.0962 24.7099 -0.02 -1.16 -0.53
C -19.1522 3.4699 19.6496 -3.72 0.82 0.21
F -18.4230 2.3993 19.5895 1.43 -0.41 -0.09
F -18.5316 4.6061 19.3213 0.31 -0.88 0.21
F -20.1670 3.2897 18.7052 1.00 0.29 0.86
S -19.9966 3.6296 21.3845 -1.40 -1.10 -0.05
O -20.9015 4.7646 21.2529 0.39 -0.60 -0.28
O -20.6838 2.3333 21.7036 1.50 2.15 -0.98
O -18.8583 3.9007 22.2343 0.55 -0.05 0.12
C -22.3670 7.1631 19.5916 -0.11 1.33 0.23
C -20.9149 7.7457 19.5931 -1.09 -3.79 -1.58
O -20.8283 9.0479 19.1646 -0.12 1.52 0.54
O -22.9589 7.0995 18.2026 0.81 -0.48 2.37
H -22.9401 7.7611 20.3002 -0.66 0.99 -0.67
H -22.4960 6.2430 20.1616 0.65 -0.80 -1.19
H -20.4937 7.1340 18.7953 0.62 -0.40 -0.16
H -20.3363 7.4139 20.4552 -0.25 0.96 0.43
H -21.3198 9.0621 18.3401 0.21 0.43 -0.11
H -22.7834 7.9176 17.7319 -0.10 0.18 0.19
C -23.3734 4.1136 16.7335 -0.40 0.39 0.03
C -22.1468 4.7042 16.0504 -0.96 -0.43 0.57
O -22.4720 4.8091 14.6942 0.56 1.08 -1.55
O -23.5135 2.7263 16.4333 0.44 -0.66 0.74
H -24.3188 4.5136 16.3669 0.31 0.97 -0.36
H -23.4279 4.3621 17.7934 0.46 -0.87 0.26
H -21.2398 4.1149 16.1851 -0.10 -0.47 0.22
H -21.9055 5.6821 16.4671 -0.36 0.14 -0.33
H -22.9426 4.0613 14.3187 0.12 -0.07 0.34
H -23.3246 2.5839 15.5029 -0.01 -0.06 0.02
C -23.0132 0.8814 19.2335 -0.96 -0.35 0.80
C -24.5509 0.8165 19.0954 1.39 0.00 0.64
O -24.9754 0.6866 17.7809 -0.49 -0.85 -0.53
O -22.7187 0.7042 20.6415 -0.28 0.66 -0.98
H -22.7263 1.8606 18.8503 0.62 -0.01 0.08
H -22.4974 0.0621 18.7326 -0.22 0.12 -0.60
H -24.9660 1.7287 19.5240 -0.08 0.06 0.35
H -24.8229 -0.0297 19.7263 -0.62 -0.08 -0.33
H -24.5460 1.3669 17.2571 0.14 0.32 -0.15
H -21.9624 1.2814 20.7698 0.42 0.11 0.76
C -17.4010 -0.0110 22.0871 0.29 0.69 -0.82
C -16.2782 -0.0796 23.1045 0.03 0.27 0.21
C -15.0846 0.9050 22.7958 -0.91 0.09 -1.47
O -15.3833 2.3496 22.6394 0.78 -2.38 0.44
C -14.1294 3.0506 22.5393 -2.07 1.39 0.24
N -16.8443 0.0629 24.4594 0.89 0.34 0.82
H -18.3665 -0.3809 22.4323 0.16 0.01 0.20
H -17.1067 -0.5981 21.2172 -0.15 0.00 -0.08
H -17.5152 1.0137 21.7334 -0.34 0.07 0.06
H -15.8725 -1.0806 22.9581 0.59 -0.08 0.30
H -14.7582 0.6002 21.8015 -0.16 -0.20 -0.40
H -14.1540 0.7265 23.3345 -0.32 0.24 1.03
H -14.4818 4.0204 22.1877 0.32 0.32 0.09
H -13.4189 2.7412 21.7728 0.06 -0.77 0.38
H -13.8044 3.1875 23.5707 0.96 -0.19 -0.26
H -16.1036 -0.1127 25.1233 0.70 0.51 0.22
H -17.4224 -0.7119 24.7521 -0.81 -0.17 -0.83
C -16.8205 -0.8928 18.1604 1.28 -0.39 0.13
C -17.8884 -0.7150 17.1212 0.90 0.93 0.54
C -18.1440 -1.9527 16.2986 0.18 0.24 0.25
O -17.0752 -2.3796 15.4586 0.00 0.54 -0.97
C -16.7682 -1.6278 14.2525 -0.88 -0.26 0.28
N -19.0100 -0.3204 17.9294 -1.35 -0.18 0.14
H -16.7135 -0.0303 18.8182 -0.04 0.35 -0.28
H -15.8531 -1.0941 17.7002 0.16 -0.15 0.13
H -17.0957 -1.6919 18.8487 0.01 -0.32 -0.21
H -17.6310 0.1468 16.5055 0.39 -0.14 -0.70
H -19.0914 -1.7636 15.7938 -0.07 -0.36 -0.64
H -18.2812 -2.7494 17.0297 -0.14 -0.29 -0.23
H -16.3371 -2.2726 13.4866 0.75 -0.35 0.70
H -16.1632 -0.7418 14.4449 0.19 -0.17 0.10
H -17.6315 -1.3100 13.6679 -0.75 0.31 0.63
H -19.8929 -0.3837 17.4430 -0.20 0.18 -0.13
H -18.8421 0.6462 18.1693 -0.46 0.03 0.25
C -24.1315 3.9346 22.2016 0.40 1.84 0.06
C -25.4774 3.2533 22.4942 2.29 0.15 -0.57
C -26.6290 3.8299 21.6316 -0.14 -0.61 0.35
O -27.1100 5.0421 22.1663 -0.33 1.19 0.31
C -27.6194 5.9630 21.1916 0.25 -1.05 -0.56
N -25.1642 1.8498 22.3080 -1.22 -1.39 -0.30
H -24.0734 4.9210 22.6618 -0.02 0.20 0.22
H -23.8747 4.1730 21.1695 -0.67 -0.33 -0.54
H -23.2395 3.3794 22.4919 -0.30 -0.29 0.54
H -25.6451 3.3388 23.5679 -0.69 0.58 -0.11
H -27.4286 3.0893 21.6219 -0.20 -0.18 -0.01
H -26.3755 4.0375 20.5920 0.66 -0.46 -0.11
H -26.8507 6.6352 20.8104 0.17 0.36 0.48
H -28.5161 6.4910 21.5159 0.32 0.01 0.48
H -27.9110 5.4224 20.2911 -0.29 -0.27 -0.07
H -24.3674 1.6799 21.7111 -0.01 0.06 -0.29
H -24.9190 1.4043 23.1807 -0.24 0.06 0.08
C -22.3257 2.4321 26.5237 1.01 -0.81 1.48
C -20.7724 2.2514 26.5138 -1.70 -0.71 -0.42
C -20.3982 0.7893 26.7839 0.06 0.80 0.06
O -20.4871 0.6261 28.2096 0.11 0.66 -1.41
C -19.9037 -0.5704 28.5805 0.20 -0.53 0.85
N -20.2277 2.8211 25.2777 0.01 -0.48 0.32
H -22.5935 3.4809 26.6518 -0.23 -0.18 -0.43
H -22.6728 1.8729 27.3925 -0.18 0.26 0.40
H -22.8145 1.8829 25.7189 0.19 0.58 -0.56
H -20.3095 2.6652 27.4097 -0.12 0.91 -0.25
H -19.3721 0.6980 26.4278 0.42 -0.31 0.23
H -20.9803 0.0265 26.2668 -0.36 0.01 -0.07
H -20.5713 -1.4032 28.3595 0.08 -0.32 0.00
H -19.7062 -0.5175 29.6512 -0.18 -0.17 0.07
H -18.9372 -0.7222 28.1000 0.14 -0.10 -0.24
H -20.8124 2.5627 24.4957 -0.29 -0.90 -0.31
H -20.5289 3.7846 25.2444 0.03 0.80 0.33
C -20.2069 6.8936 24.1016 -0.47 0.06 0.78
C -21.5668 6.4285 24.7092 -0.49 -1.28 -2.96
C -22.7159 7.1907 23.9908 -0.48 -1.12 1.24
O -22.5841 8.5141 24.2465 -0.12 1.85 1.41
C -22.6038 9.2635 23.1005 0.10 1.36 -0.56
N -21.8321 4.9749 24.3765 0.17 0.74 0.42
H -19.3313 6.5327 24.6411 -0.09 -0.38 0.04
H -20.1153 7.9785 24.1527 -0.26 0.08 0.04
H -20.1208 6.6089 23.0530 -0.13 -0.23 0.04
H -21.6585 6.4952 25.7933 0.16 0.48 -0.10
H -23.6854 6.8825 24.3820 -0.21 -0.48 0.57
H -22.9096 7.0515 22.9272 1.09 -0.68 -0.40
H -21.7982 8.8942 22.4658 -0.01 0.44 -0.58
H -22.4882 10.3142 23.3664 0.51 -0.01 0.02
H -23.5663 9.2638 22.5889 -0.23 -0.52 -0.29
H -22.8302 4.8412 24.4543 -0.36 -0.16 0.74
H -21.7697 4.8071 23.3825 0.79 0.36 -0.54
```
Positions in Å, forces in eV/Å.